A structure of composition C4HBiLiO4 in a non-equilibrium geometry, computed with ωB97M-V with the def2-TZVPD basis set.

CARTESIAN COORDINATES (ANGSTROEM)
O (-0.7225, 3.3514, 0.2553)
C (-0.2908, 4.3632, -0.0095)
C (-0.7465, -0.5869, -0.7520)
C (-1.1320, -1.3909, 0.1271)
H (-1.9173, -1.8013, 0.7450)
Li (-1.1313, 1.3397, 0.6884)
O (1.8487, -1.2977, 0.4444)
C (1.2400, -0.2935, 0.0617)
O (1.1232, 0.7912, 0.6908)
O (0.5678, -0.4054, -1.0968)
Bi (3.2192, 0.8061, 0.4023)

Cartesian forces (eV/Å) of the 6 atoms listed first:
O -0.2134 -0.9124 0.2033
C 0.1416 0.7074 -0.1626
C 1.2108 -2.0366 1.9810
C -2.5432 1.4157 -0.6558
H 0.1531 -0.5241 0.0592
Li -0.7977 0.5273 0.0334

The calculation puts the relative energy (zero: lowest compared OMol25 entry of this formula, charge and spin) at 2.655 eV. For the strongest force on any atom, the calculation gives 7.9 eV/A. The total charge is +3. The total energy is -674.62278 Ha. The HOMO-LUMO gap (alpha / beta) is 0.17165 / 0.17168 Eh.

***

An isolated molecule of C4H4N4 in a non-equilibrium geometry, computed with ωB97M-V with the def2-TZVPD basis set.

CARTESIAN COORDINATES (ANGSTROEM)
C (-1.0574, 1.7361, 0.4599)
C (-1.1611, 0.9647, -0.6973)
C (0.3201, -1.3041, -1.2249)
C (0.4682, 0.0573, 0.4119)
H (-2.0231, 2.3640, 0.7538)
H (-1.5307, 1.6307, -1.7510)
H (-0.1498, -2.1049, -2.0445)
H (0.4847, 1.4027, 2.0664)
N (-0.1811, 0.0251, -0.8080)
N (0.8282, -1.8454, -0.1596)
N (1.0720, -0.9623, 0.8575)
N (-0.0336, 1.0659, 1.1497)

Cartesian forces (eV/Å) of the 6 atoms listed first:
C -1.5350 -1.8406 -1.2328
C -2.2392 5.0121 -4.5276
C -3.7202 -1.8776 -0.6658
C -2.0972 2.5784 0.6773
H 3.0849 -0.9912 -0.0751
H 0.5241 -2.7246 3.2858

The calculation puts the relative energy (zero: lowest compared OMol25 entry of this formula, charge and spin) at 4.073 eV. For the strongest force on any atom, the calculation gives 7.1 eV/A. The total charge is 0. The total energy is -373.69523 Ha. The HOMO-LUMO gap is 0.33509 Eh. The SMILES is c1cn2cnnc2[nH]1.